(1)
Entry from the Open Molecules 2025 dataset: a molecular structure, C14H19N2O5PtS4 at a distorted geometry (ωB97M-V/def2-TZVPD).

Output
F_max	2.4	eV Å⁻¹
charge	+1

Each line ends with the Mulliken charge.
Cartesian coordinates (Å):
1 S 4.8754 -0.6569 2.6097  -0.132
2 O 2.4416 -2.4201 1.1373  -0.505
3 H -1.0314 -1.5011 -0.1607  0.362
4 H -6.2883 2.3510 0.5803  0.319
5 C -0.7756 -2.4599 -0.6290  -0.576
6 H 4.8215 4.6541 0.8407  0.303
7 H 1.9643 4.1531 -0.8063  0.349
8 S 7.3627 -2.2425 2.8611  -0.120
9 H -5.1093 2.2698 1.8906  0.351
10 C -4.1077 -0.4243 -1.6628  -0.484
11 H -3.7486 -2.1768 1.2260  0.356
12 H -4.7018 3.0789 0.3687  0.354
13 H -3.9847 -0.5528 -2.7298  0.488
14 C -3.9562 -1.3419 0.5672  -0.454
15 C -5.2276 2.2313 0.8090  -1.411
16 C -4.4116 -0.1400 1.0848  -0.766
17 O 4.1802 1.0351 0.1353  -0.993
18 S -3.2431 -3.0063 -1.4887  1.296
19 N 3.7708 3.2030 -0.2409  0.069
20 O 1.7607 -1.2100 -0.5365  -0.658
21 H 0.1158 -3.4135 1.1136  0.379
22 C 3.5474 1.9385 -0.4697  0.200
23 N -1.8941 -3.3871 -0.6286  -0.288
24 H -2.1035 -3.8584 0.2409  0.323
25 C 3.0338 4.2298 -0.9921  -0.790
26 H 2.7898 1.7110 -1.2241  0.498
27 C 0.3951 -3.0975 0.1057  -0.428
28 H -4.8433 1.5783 -1.7942  0.395
29 S 5.7601 -2.0902 0.4257  -0.100
30 O -4.1890 -4.0303 -1.1777  -0.680
31 H 3.2158 4.1360 -2.0609  0.353
32 H 4.5352 3.1401 1.7212  0.292
33 C 1.5623 -2.1858 0.2222  0.889
34 H -0.5116 -2.2597 -1.6662  0.274
35 C -3.8009 -1.4707 -0.8057  0.229
36 O -2.8181 -2.7468 -2.8301  -0.689
37 H 3.3703 5.2093 -0.6716  0.252
38 Pt 3.7125 -0.9775 0.5260  1.023
39 C -4.5762 0.7658 -1.1285  -0.545
40 C 4.7831 3.5740 0.7541  -0.774
41 C 6.0878 -1.7089 2.0506  0.282
42 C -4.7209 0.9296 0.2471  0.816
43 H 5.7610 3.1985 0.4570  0.297
44 H -4.5441 -0.0390 2.1554  0.337
45 H 0.7406 -3.9893 -0.4262  0.306

(2)
Entry from the Open Molecules 2025 dataset: a single C24H29N3O5 molecule at a distorted geometry (ωB97M-V/def2-TZVPD).

Output
F_max	1.2	eV Å⁻¹
relative energy (zero: lowest compared OMol25 entry of this formula, charge and spin)	58.3	kcal/mol
SMILES string	CCOc1ccc(CCNC(=O)CCc2nc(-c3ccc(OC)cc3)no2)cc1OCC

Each line ends with the Mulliken charge.
Cartesian coordinates (Å):
1 H -3.6961 0.7584 -0.2783  0.403
2 H -0.8844 -4.7759 4.6846  0.237
3 C 0.2344 -3.2099 2.0671  0.857
4 C -1.0851 -4.2134 3.7739  -0.867
5 H 0.2301 -1.6482 4.7679  0.136
6 H 0.1374 0.8599 -5.0941  0.413
7 C 1.0885 2.0205 -0.1726  -0.979
8 H -1.6948 -4.8233 3.0999  0.357
9 H 2.6771 -2.0464 0.0212  0.514
10 H -2.0532 0.2512 -1.9141  0.192
11 H 2.3602 -3.3725 2.1027  0.450
12 H 5.1242 2.4210 0.5058  0.416
13 C 1.0982 -0.0462 3.6269  -0.110
14 C 0.7470 -0.9061 -1.4388  0.184
15 C 1.5172 -2.9715 1.5618  -0.708
16 H 3.5045 3.0891 0.7502  0.285
17 H 1.4260 -0.6908 5.6481  0.429
18 H -1.5493 -1.5769 -0.2907  0.441
19 C 0.2391 0.2924 -3.0874  0.548
20 H -3.2046 3.0505 0.4865  0.457
21 C -0.8718 -2.7111 1.3850  -0.207
22 C 0.6064 -0.6440 4.9366  -1.323
23 C -3.4730 1.5362 -1.0117  -0.919
24 C 1.2102 1.1925 0.9358  1.592
25 C 4.1806 2.2842 1.0270  -1.294
26 N 1.8930 -0.5176 -1.9362  -0.565
27 C 0.0434 0.8688 1.6565  0.003
28 H -2.5151 3.4545 -1.0940  0.387
29 O 1.5735 0.2635 -3.0103  -0.235
30 H -4.4061 1.9595 -1.3919  0.464
31 H 1.5389 0.9425 3.8028  0.450
32 C -1.2990 2.1627 0.0935  0.392
33 C -0.4129 1.0646 -4.1716  -0.587
34 C -1.8978 0.7325 -4.3552  -0.895
35 C 0.5824 -1.7246 -0.2626  0.074
36 C 1.6910 -2.2387 0.4125  -0.422
37 H 1.9634 2.2915 -0.7422  0.285
38 H 1.8569 -0.6951 3.1779  0.102
39 H -0.2940 2.1315 -3.9595  0.227
40 C 3.5927 0.9210 0.6714  -0.439
41 C -2.6426 2.6559 -0.3620  -1.543
42 C -1.1809 1.3528 1.2133  -0.100
43 O 2.3897 0.6439 1.3612  -0.214
44 O 0.1766 -3.9318 3.2147  -0.485
45 N -0.3165 -0.4147 -2.1535  -0.351
46 O -3.4629 2.4288 -3.6705  -0.687
47 H 3.4505 0.8123 -0.4095  0.313
48 H -2.2064 1.0527 -5.3509  0.366
49 H -0.1942 3.1389 -1.4573  0.456
50 C -2.7917 1.4678 -3.3528  0.643
51 C -0.6937 -1.9744 0.2322  -0.793
52 H -1.8723 -2.8796 1.7494  0.432
53 H -2.0542 1.0783 1.7852  0.536
54 N -2.7886 0.9204 -2.1239  0.077
55 H -0.1924 -0.0344 5.3510  0.331
56 H 4.3579 2.3410 2.0985  0.333
57 C -0.1427 2.4956 -0.5906  -1.015
58 O -0.0223 0.0743 2.7645  -0.236
59 H -1.6273 -3.2966 4.0255  0.318
60 H 4.2735 0.1325 1.0055  0.430
61 H -2.0513 -0.3428 -4.2617  0.446

(3)
Entry from the Open Molecules 2025 dataset: 2 unconnected molecules or ions with the total composition C4H8N4 at a distorted geometry (ωB97M-V/def2-TZVPD).

Output
F_max	4.7	eV Å⁻¹
relative energy (zero: lowest compared OMol25 entry of this formula, charge and spin)	121.2	kcal/mol

Each line ends with the Mulliken charge.
Cartesian coordinates (Å):
1 N -2.0940 -0.0675 -0.8267  -0.501
2 N 1.1648 1.8992 0.2460  -0.558
3 H 3.0461 0.5304 -0.1529  0.227
4 H 2.7599 -2.1425 -0.7434  0.535
5 C 0.2012 -0.5515 -0.2625  0.004
6 C 1.0745 0.5126 -0.0423  0.305
7 H -2.9404 0.9409 0.7308  0.227
8 H 1.5459 2.1529 1.1574  0.261
9 H -1.9889 -0.4866 1.2670  0.208
10 H -3.5577 -0.7906 0.5511  0.345
11 N 2.2909 -0.1191 -0.1897  -0.121
12 C -2.7111 -0.1081 0.4893  -0.532
13 C 2.0903 -1.4355 -0.5710  -0.398
14 H -1.9013 -0.9097 -1.2430  0.258
15 N 0.8062 -1.6519 -0.6461  -0.546
16 H 0.2137 2.2270 0.2360  0.286

(4)
Entry from the Open Molecules 2025 dataset: 2 unconnected molecules or ions with the total composition C12H17N at a distorted geometry (ωB97M-V/def2-TZVPD).

Output
F_max	1.2	eV Å⁻¹
relative energy (zero: lowest compared OMol25 entry of this formula, charge and spin)	16.9	kcal/mol
SMILES string	Cc1c[nH]c2ccccc12.CCC

Each line ends with the Mulliken charge.
Cartesian coordinates (Å):
1 H 2.1751 -0.3361 -0.0032  0.157
2 H -0.8940 0.9945 -2.2965  0.335
3 H -0.6602 4.1433 -0.0922  0.304
4 C 3.2344 -2.2449 -0.1213  -0.030
5 H 3.2894 -1.3803 -2.1238  0.291
6 C 3.1147 -0.7954 0.3217  -1.098
7 H 4.6622 -2.3136 -1.7681  0.370
8 H 3.9946 -0.3131 -0.1052  0.391
9 C -0.8614 -1.2386 0.9084  -0.813
10 C -1.3792 0.0421 0.9200  -0.183
11 H 3.0914 -3.1420 -2.1345  0.323
12 H 3.0470 -0.6594 1.4058  0.319
13 C -0.4923 -0.9508 -1.4539  -0.607
14 C -1.5899 2.2288 0.2767  0.456
15 H -0.0663 -1.2774 -2.4046  0.359
16 H 2.3430 -2.8590 -0.0322  0.161
17 C -1.7795 2.1288 1.6136  -0.567
18 C -0.9429 0.3549 -1.4230  -0.404
19 H -2.2079 2.8702 2.2788  0.399
20 C 3.5858 -2.3166 -1.6269  -1.180
21 H 4.0833 -2.6850 0.3953  0.308
22 H -0.1036 -2.7708 -0.4162  0.497
23 C -0.4460 -1.7472 -0.3130  -0.479
24 H -1.2627 0.6419 2.8949  0.262
25 C -1.4797 3.5374 -0.4566  -1.305
26 N -1.7660 0.7931 2.0301  -0.277
27 H -0.8227 -1.8622 1.7915  0.429
28 C -1.3367 0.8937 -0.1964  0.960
29 H -2.4180 4.0866 -0.3894  0.321
30 H -1.3067 3.3814 -1.5269  0.302

(5)
Entry from the Open Molecules 2025 dataset: a molecular structure, C32H76AlF2N11O11P4 at a distorted geometry (ωB97M-V/def2-TZVPD).

Output
F_max	18.2	eV Å⁻¹
relative energy (zero: lowest compared OMol25 entry of this formula, charge and spin)	1415.8	kcal/mol
charge	+2

Each line ends with the Mulliken charge.
Cartesian coordinates (Å):
1 H -12.3855 -12.4061 12.2922  0.482
2 H -16.6744 -13.8857 14.5101  0.366
3 H -13.3930 -8.3240 21.4914  0.367
4 N -14.9136 -9.5371 20.5648  0.202
5 C -12.6750 -11.0471 16.3498  -1.164
6 H -14.4444 -12.2243 23.3739  0.341
7 O -7.9027 -16.2670 17.8834  0.230
8 F -10.5871 -15.8927 19.4479  0.236
9 H -9.0830 -15.7514 16.9342  -1.095
10 C -11.1146 -17.5331 17.3843  -0.226
11 H -16.2318 -11.3710 15.8996  0.410
12 H -9.1478 -20.2326 18.7194  0.377
13 H -13.4010 -11.6649 17.2771  -1.962
14 N -13.5923 -11.5780 19.3886  1.538
15 C -6.5123 -15.4241 21.6847  -1.272
16 H -8.8076 -11.2597 22.0328  0.421
17 H -12.0666 -10.5384 15.6020  0.663
18 C -16.1976 -9.3116 19.9077  -1.098
19 H -16.7576 -10.2325 20.0705  0.368
20 H -12.2188 -12.8502 20.4592  -0.418
21 H -8.5402 -15.4730 19.6148  -0.618
22 H -6.0850 -15.9138 20.8096  0.588
23 H -8.4762 -17.7852 17.0790  0.095
24 H -7.7074 -14.5594 15.1282  0.512
25 H -16.5990 -12.7994 16.7807  0.369
26 N -12.0340 -16.0231 15.7718  0.372
27 H -15.2237 -13.9228 13.5270  0.284
28 H -16.2970 -12.5019 13.6533  0.353
29 P -14.4062 -11.1367 20.8361  0.126
30 H -10.1333 -13.8348 19.5840  0.635
31 H -11.1928 -14.3366 20.9173  -0.959
32 P -13.4604 -13.5962 15.5858  0.293
33 H -9.5953 -16.3929 20.6736  0.033
34 C -8.1896 -14.8470 18.0012  -1.127
35 H -11.5280 -16.0960 20.9400  -0.786
36 H -9.2467 -16.2262 24.8055  0.339
37 H -8.0129 -17.8336 18.7911  -0.369
38 H -10.6282 -18.3940 19.2403  1.483
39 C -11.2178 -12.9534 17.0339  -1.894
40 H -12.6905 -15.1787 19.3204  -0.379
41 C -13.0126 -14.8579 20.3111  1.406
42 C -10.1761 -17.7156 18.5167  0.243
43 O -13.6242 -14.9724 16.1344  -0.832
44 C -8.9245 -11.8133 21.1012  -0.902
45 O -15.6688 -16.8157 21.3836  -0.568
46 H -11.2183 -12.6452 20.2236  -0.366
47 H -8.8478 -13.4897 15.9905  0.748
48 C -12.2739 -14.6453 13.2252  -1.126
49 O -12.2898 -15.6878 17.5978  1.034
50 N -12.5131 -12.5196 16.5067  1.562
51 H -6.2462 -16.0352 22.5472  0.370
52 H -11.8214 -9.6426 21.1735  0.181
53 H -9.4083 -14.6314 13.1318  0.508
54 N -11.8225 -17.4185 16.4529  -0.552
55 O -6.5321 -17.7776 18.7220  -0.497
56 O -6.4821 -15.5431 19.3461  -0.415
57 C -9.3954 -13.9186 13.9563  -1.765
58 H -14.2571 -7.5436 20.1300  0.420
59 H -9.5224 -11.1804 20.4454  0.367
60 C -10.8818 -15.7696 15.8608  1.959
61 H -7.6768 -19.9490 17.6184  0.445
62 H -6.5189 -13.6603 18.7339  0.629
63 H -7.9945 -11.9988 20.5636  0.142
64 H -10.4331 -13.5933 14.0305  0.140
65 H -11.9113 -14.8771 24.4843  0.527
66 C -9.9823 -16.3416 24.0095  -0.856
67 H -15.0535 -11.9875 17.9352  0.152
68 N -14.9266 -12.8519 15.3388  0.558
69 H -13.2397 -11.2744 24.2006  0.486
70 N -9.6074 -13.0810 21.4442  1.011
71 H -8.0759 -17.0968 20.2576  1.139
72 H -13.2228 -13.6690 19.4386  0.313
73 H -12.8322 -14.5804 12.2913  0.516
74 O -11.6362 -13.7066 19.2710  -0.677
75 H -14.5328 -10.3997 17.8552  0.795
76 C -14.1401 -11.4008 18.0334  -0.532
77 H -9.2078 -20.0292 16.9795  0.370
78 H -7.7079 -14.0506 19.9541  -0.131
79 H -11.8724 -13.7684 23.1264  -0.501
80 C -6.9550 -16.6506 18.6602  0.458
81 N -12.6446 -13.4652 14.0240  0.613
82 C -12.4454 -15.7230 21.3954  1.603
83 N -10.1375 -15.0422 23.3358  0.475
84 H -10.4236 -12.7321 16.3210  0.877
85 H -15.0981 -11.9485 17.2150  -0.065
86 C -15.8054 -13.3012 14.2078  -0.933
87 H -11.1505 -14.0411 17.0578  -0.436
88 C -15.7604 -12.2209 16.3933  -0.745
89 C -13.4336 -11.8270 23.2812  -0.563
90 C -8.7511 -18.1675 18.0620  -0.180
91 C -11.8982 -10.4094 21.9444  -0.516
92 C -14.5650 -16.2949 21.1762  0.204
93 H -11.5920 -11.6550 13.7613  0.163
94 H -16.1408 -9.0494 18.8512  0.364
95 F -10.0326 -14.3840 17.4375  -1.027
96 H -12.6956 -12.6270 23.2226  -0.125
97 C -8.5534 -16.1415 20.4756  -0.666
98 H -13.0955 -8.8812 19.9978  0.264
99 H -16.8041 -8.5692 20.4264  0.369
100 H -11.1787 -11.1944 21.7118  0.338
101 H -10.9550 -16.7069 24.3390  0.388
102 C -10.6157 -13.5086 20.5054  -0.204
103 H -10.0801 -16.7157 18.9400  0.198
104 H -12.5520 -10.4849 17.2755  0.345
105 P -11.2642 -14.8587 18.4013  -0.905
106 C -8.7022 -19.6920 17.8844  -1.755
107 H -8.8387 -13.0546 13.5935  0.562
108 C -12.4234 -12.2406 13.3689  -1.224
109 C -11.2512 -14.2592 23.8756  -0.701
110 H -11.9145 -12.6810 18.6815  -0.027
111 H -12.4203 -15.6127 13.7057  0.251
112 H -9.0493 -16.4712 15.4021  1.050
113 H -9.2162 -14.7877 18.3629  0.939
114 N -7.9994 -15.3656 21.6162  0.565
115 O -7.9773 -13.5434 23.5314  -0.911
116 O -13.4180 -16.6626 21.6976  -0.521
117 C -8.7585 -14.3228 15.2933  -1.088
118 H -11.2025 -14.7106 13.0352  0.365
119 O -15.5313 -12.0691 21.1475  -0.865
120 H -12.1660 -15.0916 22.2388  0.394
121 H -12.7120 -13.8293 20.5109  -0.428
122 H -9.6199 -16.9845 23.2074  0.216
123 Al -13.4326 -16.5709 16.5453  -1.631
124 H -11.6178 -10.1470 22.9645  0.467
125 H -10.9477 -13.4513 24.5414  0.278
126 H -13.3674 -11.7034 13.4610  0.343
127 H -10.9654 -12.6117 18.0377  0.372
128 H -6.0241 -14.4514 21.7439  0.260
129 H -7.9915 -14.2730 17.0959  0.528
130 O -14.3762 -15.0644 20.5655  -0.659
131 H -13.6777 -10.8138 15.9916  0.443
132 P -8.8726 -14.2238 22.5734  0.364
133 N -13.2526 -11.0116 22.0624  0.254
134 C -12.6640 -12.7337 19.4711  0.669
135 C -9.4100 -15.5763 15.9093  0.009
136 C -13.9414 -8.4920 20.5645  -1.113
137 C -7.1766 -14.4526 19.0914  -0.115

(6)
Entry from the Open Molecules 2025 dataset: a single C6H13N molecule at a distorted geometry (ωB97M-V/def2-TZVPD).

Output
F_max	2.2	eV Å⁻¹
relative energy (zero: lowest compared OMol25 entry of this formula, charge and spin)	29.1	kcal/mol
SMILES string	CCC/C=C/NC

Each line ends with the Mulliken charge.
Cartesian coordinates (Å):
1 C -1.7698 -1.7052 -2.5283  -1.096
2 H -0.9239 -1.8689 -0.1405  0.417
3 H -1.5858 0.3767 -2.1547  0.373
4 H -0.3357 0.9005 1.7467  0.311
5 H 2.1559 1.6771 0.3499  0.280
6 H -2.8872 -0.3106 -1.2882  0.290
7 N 1.5969 1.5345 1.1746  -0.355
8 H -1.4297 -1.4915 -3.5437  0.303
9 H -1.0446 -2.4507 -2.2068  0.339
10 C -1.8420 -0.4965 -1.5489  -0.355
11 C -1.0575 -0.7963 -0.2649  -0.864
12 H 1.9456 1.5043 3.2013  0.288
13 H 2.2992 -0.0046 2.5058  0.303
14 H 3.4317 1.3130 2.2472  0.336
15 H -1.6352 -0.4897 0.6445  0.268
16 C 0.2706 -0.0831 -0.0131  -0.268
17 H -2.7208 -2.2410 -2.5401  0.276
18 C 2.3868 1.0487 2.3234  -0.880
19 C 0.4140 0.7755 0.9771  -0.235
20 H 1.0162 -0.2417 -0.7831  0.269

no.,Kohn-Sham gap (Ha),electronic energy (eV)
1,0.1949,-74623.6125
2,0.3157,-40066.1561
3,0.2938,-10232.9873
4,0.3266,-14209.6035
5,0.0994,-122440.0058
6,0.3512,-7921.5692